ORCA calculation (the ωB97M-V functional and the def2-TZVPD basis) on 8 unconnected molecules or ions with the total composition C48H55O3S at a distorted geometry.

For the lowest unoccupied orbital energy, the calculation gives 0.0759 Eh. For the highest occupied orbital energy, the calculation gives -3.180 eV. Its total energy is -2485.76555 Ha.

Structure (ORCA input):
```
! RIJCOSX wB97M-V def2-TZVPD def2/J DEFGRID3
* xyz -1 1
C 1.718 -0.661 -2.635
S 0.853 -0.081 -4.236
O 1.698 -0.732 -5.397
O 0.968 1.449 -4.425
C -0.876 -0.782 -4.346
C -2.032 0.363 -4.534
C -2.603 0.985 -3.129
C -4.063 0.419 -2.652
C -4.447 -1.080 -3.187
O -3.430 -2.118 -2.910
H 2.686 -1.298 -2.910
H 0.978 -1.340 -2.007
H 1.999 0.306 -2.037
H -0.888 -1.420 -5.351
H -1.537 1.276 -5.123
H -2.916 0.000 -5.251
H -1.792 0.861 -2.285
H -2.747 2.155 -3.321
H -4.952 1.150 -2.966
H -4.066 0.361 -1.460
H -5.416 -1.413 -2.576
H -4.803 -1.079 -4.326
H -3.783 -2.954 -3.376
C -2.039 -2.208 1.174
C -2.625 -2.788 0.049
C -3.799 -3.530 0.177
C -4.393 -3.683 1.430
C -3.810 -3.100 2.554
C -2.631 -2.366 2.428
H -1.122 -1.633 1.074
H -2.165 -2.663 -0.928
H -4.251 -3.987 -0.699
H -5.311 -4.257 1.529
H -4.274 -3.218 3.530
H -2.173 -1.917 3.305
C 3.473 3.635 -4.582
C 3.400 5.009 -4.809
C 4.509 5.818 -4.562
C 5.695 5.250 -4.095
C 5.769 3.876 -3.871
C 4.657 3.068 -4.110
H 2.607 3.006 -4.771
H 2.478 5.450 -5.179
H 4.450 6.889 -4.733
H 6.561 5.880 -3.907
H 6.694 3.434 -3.509
H 4.714 1.999 -3.930
C 2.811 7.304 -1.343
C 2.240 6.042 -1.502
C 1.316 5.572 -0.569
C 0.956 6.369 0.518
C 1.525 7.632 0.674
C 2.455 8.099 -0.254
H 3.534 7.669 -2.069
H 2.516 5.424 -2.353
H 0.876 4.585 -0.689
H 0.232 6.004 1.242
H 1.243 8.254 1.521
H 2.902 9.081 -0.128
C 0.843 -1.096 5.588
C 0.770 -1.477 4.248
C 1.507 -0.787 3.286
C 2.326 0.277 3.665
C 2.401 0.655 5.005
C 1.657 -0.028 5.966
H 0.265 -1.631 6.337
H 0.138 -2.311 3.954
H 1.445 -1.080 2.241
H 2.904 0.811 2.916
H 3.040 1.484 5.301
H 1.711 0.270 7.010
C 1.911 -2.350 9.057
C 1.340 -3.612 8.899
C 0.416 -4.082 9.832
C 0.056 -3.286 10.919
C 0.625 -2.022 11.075
C 1.555 -1.555 10.147
H 2.634 -1.985 8.332
H 1.616 -4.230 8.048
H -0.024 -5.069 9.712
H -0.668 -3.650 11.643
H 0.343 -1.400 11.922
H 2.002 -0.573 10.273
C 5.573 -3.419 -3.480
C 5.500 -2.046 -3.708
C 6.609 -1.237 -3.461
C 7.795 -1.804 -2.994
C 7.869 -3.179 -2.770
C 6.757 -3.986 -3.009
H 4.707 -4.049 -3.670
H 4.578 -1.605 -4.078
H 6.550 -0.166 -3.632
H 8.661 -1.175 -2.806
H 8.794 -3.621 -2.408
H 6.814 -5.056 -2.829
C -10.327 -2.832 -1.469
C -10.400 -1.458 -1.697
C -9.291 -0.650 -1.449
C -8.105 -1.217 -0.983
C -8.031 -2.591 -0.758
C -9.143 -3.399 -0.997
H -11.193 -3.461 -1.659
H -11.322 -1.017 -2.067
H -9.350 0.422 -1.620
H -7.239 -0.588 -0.794
H -7.106 -3.034 -0.396
H -9.086 -4.469 -0.817
*
```



ORCA calculation (the ωB97M-V functional and the def2-TZVPD basis) on a molecular structure, C48H56BiN5O7PS3Sb.

Its energy above the lowest of the compared OMol25 structures with the same formula, charge and spin is 109.6 kJ/mol. For the lowest unoccupied orbital energy, the calculation gives 0.1524 Eh. For the highest occupied orbital energy, the calculation gives -1.999 eV. Its total energy is -4654.14097 Ha.

Structure (ORCA input):
```
! RIJCOSX wB97M-V def2-TZVPD def2/J DEFGRID3
* xyz -2 1
Bi -0.305 -0.455 0.827
C 3.523 1.850 2.781
C 2.489 0.748 2.571
O 1.538 0.996 1.800
C 2.681 -0.452 3.257
C 1.700 -1.435 3.442
C 2.087 -2.583 4.355
N 0.500 -1.396 2.896
N -0.372 -2.388 3.353
C -1.545 -2.284 2.833
O -1.918 -1.405 1.942
C -2.602 -3.221 3.303
C -3.890 -3.111 2.791
C -4.887 -3.978 3.215
C -4.606 -4.967 4.146
C -3.317 -5.084 4.656
C -2.323 -4.215 4.240
H 4.253 1.832 1.967
H 4.060 1.750 3.724
H 3.011 2.812 2.742
H 3.596 -0.570 3.824
H 2.900 -2.282 5.015
H 2.431 -3.420 3.738
H 1.240 -2.939 4.931
H -4.086 -2.355 2.043
H -5.883 -3.890 2.797
H -5.384 -5.651 4.468
H -3.087 -5.859 5.379
H -1.314 -4.291 4.623
O -2.123 1.977 -2.562
S -1.253 0.940 -1.971
O -0.684 0.041 -2.965
O -2.048 0.179 -0.946
O -0.195 1.639 -1.156
S -0.212 -2.988 -0.315
C -1.883 -3.513 -0.512
C -2.754 -2.836 -1.373
C -4.053 -3.282 -1.553
C -4.512 -4.419 -0.897
C -3.654 -5.103 -0.048
C -2.357 -4.651 0.147
H -2.404 -1.943 -1.872
H -4.715 -2.730 -2.210
H -5.531 -4.764 -1.041
H -4.001 -5.979 0.490
H -1.693 -5.167 0.830
O 2.158 -1.240 0.081
P 3.258 -1.366 -0.898
N 2.906 -1.818 -2.451
C 2.236 -3.106 -2.718
C 1.157 -2.766 -3.753
C 1.700 -1.528 -4.455
C 2.324 -0.759 -3.307
N 4.315 -2.515 -0.334
C 5.274 -3.230 -1.167
C 5.172 -4.712 -0.733
C 3.994 -4.761 0.248
C 3.942 -3.344 0.810
N 4.032 0.077 -1.133
C 3.332 1.362 -0.963
C 4.447 2.368 -1.219
C 5.239 1.707 -2.347
C 5.200 0.212 -1.997
H 1.767 -3.496 -1.814
H 2.959 -3.842 -3.095
H 0.232 -2.513 -3.228
H 0.963 -3.599 -4.432
H 0.927 -0.938 -4.943
H 2.467 -1.806 -5.189
H 1.543 -0.207 -2.785
H 3.102 -0.060 -3.628
H 6.292 -2.854 -1.007
H 5.030 -3.084 -2.220
H 6.095 -5.020 -0.235
H 5.029 -5.373 -1.590
H 4.131 -5.512 1.028
H 3.057 -4.981 -0.266
H 4.671 -3.219 1.623
H 2.963 -3.049 1.182
H 2.888 1.426 0.024
H 2.522 1.489 -1.690
H 5.073 2.467 -0.327
H 4.065 3.353 -1.484
H 6.258 2.083 -2.449
H 4.726 1.875 -3.297
H 6.110 -0.100 -1.470
H 5.109 -0.409 -2.895
S -1.840 1.820 1.848
Sb -2.136 3.204 0.064
C -4.069 2.968 -0.740
C -4.901 2.066 -0.094
C -6.210 1.900 -0.529
C -6.687 2.635 -1.603
C -5.849 3.530 -2.256
C -4.538 3.689 -1.831
C -2.658 4.982 1.226
C -2.298 5.114 2.559
C -2.579 6.282 3.261
C -3.233 7.333 2.637
C -3.601 7.213 1.303
C -3.308 6.047 0.608
C -0.781 4.352 -1.070
C -0.931 4.649 -2.415
C -0.018 5.497 -3.034
C 1.051 6.019 -2.325
C 1.213 5.694 -0.984
C 0.294 4.870 -0.354
H -4.515 1.478 0.732
H -6.851 1.182 -0.032
H -7.706 2.498 -1.946
H -6.208 4.092 -3.110
H -3.884 4.362 -2.369
H -1.802 4.289 3.056
H -2.286 6.364 4.301
H -3.458 8.241 3.185
H -4.114 8.026 0.802
H -3.596 5.979 -0.436
H -1.706 4.167 -2.993
H -0.134 5.725 -4.087
H 1.769 6.665 -2.818
H 2.058 6.078 -0.425
H 0.430 4.621 0.693
*
```



ORCA calculation (the ωB97M-V functional and the def2-TZVPD basis) on 7 unconnected molecules or ions with the total composition C48H56Cl3N8 at a distorted geometry.

For the lowest unoccupied orbital energy, the calculation gives -0.3897 Eh. For the highest occupied orbital energy, the calculation gives -11.257 eV. Its total energy is -3679.21669 Ha.

Structure (ORCA input):
```
! RIJCOSX wB97M-V def2-TZVPD def2/J DEFGRID3
* xyz 5 1
C 7.213 -22.452 -24.276
N 7.044 -20.915 -24.323
C 8.058 -20.112 -23.877
C 7.842 -18.752 -23.729
C 6.580 -18.211 -23.876
C 5.538 -19.100 -24.174
C 5.773 -20.424 -24.384
C 6.422 -16.831 -23.573
C 7.464 -15.849 -23.720
C 7.245 -14.563 -23.254
N 6.165 -14.196 -22.579
C 5.099 -15.036 -22.516
C 5.236 -16.343 -23.005
C 6.043 -12.765 -22.260
H 6.252 -22.945 -24.132
H 7.957 -22.622 -23.499
H 7.614 -22.907 -25.182
H 8.977 -20.662 -23.741
H 8.683 -18.186 -23.357
H 4.511 -18.765 -24.199
H 4.988 -21.137 -24.589
H 8.348 -15.991 -24.325
H 8.076 -13.874 -23.273
H 4.117 -14.686 -22.233
H 4.422 -17.051 -23.046
H 5.115 -12.639 -21.703
H 6.019 -12.202 -23.193
H 6.907 -12.339 -21.749
C 11.998 -13.249 -3.475
N 11.507 -14.054 -4.694
C 11.147 -15.363 -4.443
C 10.685 -16.238 -5.409
C 10.623 -15.818 -6.739
C 10.947 -14.421 -7.013
C 11.497 -13.615 -5.946
C 10.337 -16.817 -7.884
C 9.595 -17.923 -7.699
C 9.274 -18.762 -8.780
N 9.784 -18.467 -10.001
C 10.490 -17.365 -10.270
C 10.794 -16.476 -9.200
C 9.717 -19.493 -11.081
H 12.571 -12.416 -3.883
H 12.354 -13.740 -2.570
H 11.079 -12.924 -2.988
H 11.179 -15.671 -3.409
H 10.417 -17.264 -5.206
H 10.982 -14.113 -8.047
H 11.889 -12.614 -6.055
H 9.138 -18.240 -6.773
H 8.914 -19.762 -8.585
H 10.882 -17.109 -11.243
H 11.429 -15.657 -9.505
H 8.667 -19.781 -11.141
H 10.448 -20.285 -10.921
H 9.930 -19.036 -12.047
C 15.874 -20.919 -18.551
N 16.128 -20.066 -17.363
C 17.229 -20.202 -16.574
C 17.414 -19.402 -15.422
C 16.581 -18.341 -15.199
C 15.534 -18.090 -16.080
C 15.306 -19.015 -17.178
C 16.776 -17.516 -14.072
C 16.416 -18.009 -12.785
C 16.617 -17.169 -11.597
N 17.094 -15.932 -11.815
C 17.338 -15.373 -13.034
C 17.130 -16.210 -14.126
C 17.077 -15.026 -10.581
H 15.278 -20.323 -19.243
H 15.374 -21.845 -18.267
H 16.778 -21.035 -19.149
H 17.987 -20.900 -16.899
H 18.174 -19.620 -14.687
H 14.812 -17.291 -15.996
H 14.391 -19.036 -17.752
H 16.139 -19.042 -12.634
H 16.327 -17.449 -10.595
H 17.801 -14.399 -13.098
H 17.325 -15.819 -15.114
H 17.423 -15.622 -9.736
H 16.074 -14.715 -10.290
H 17.675 -14.148 -10.825
C 17.693 -1.221 -24.374
N 17.094 -2.375 -23.752
C 15.957 -2.939 -24.348
C 15.488 -4.134 -23.791
C 16.167 -4.773 -22.732
C 17.331 -4.224 -22.203
C 17.738 -2.990 -22.696
C 15.673 -6.067 -22.167
C 15.418 -7.223 -22.942
C 14.792 -8.375 -22.432
N 14.653 -8.430 -21.125
C 14.833 -7.389 -20.314
C 15.349 -6.173 -20.855
C 14.179 -9.674 -20.582
H 17.449 -1.297 -25.433
H 18.777 -1.334 -24.353
H 17.445 -0.281 -23.880
H 15.507 -2.456 -25.203
H 14.559 -4.475 -24.223
H 17.923 -4.594 -21.378
H 18.624 -2.478 -22.352
H 15.493 -7.183 -24.018
H 14.528 -9.223 -23.046
H 14.820 -7.758 -19.299
H 15.460 -5.251 -20.304
H 13.120 -9.787 -20.811
H 14.435 -9.785 -19.528
H 14.640 -10.484 -21.146
Cl 8.904 -16.259 -17.753
Cl 22.676 -10.116 -8.871
Cl 19.470 -10.691 -17.457
*
```



ORCA calculation (the ωB97M-V functional and the def2-TZVPD basis) on 9 unconnected molecules or ions with the total composition C48H56Cl5N8 at a distorted geometry.

For the lowest unoccupied orbital energy, the calculation gives -0.2542 Eh. For the highest occupied orbital energy, the calculation gives -8.887 eV. Its total energy is -4600.89536 Ha.

Structure (ORCA input):
```
! RIJCOSX wB97M-V def2-TZVPD def2/J DEFGRID3
* xyz 2 2
C 3.510 -2.017 5.592
N 2.204 -2.614 5.985
C 1.641 -3.651 5.272
C 0.271 -3.948 5.464
C -0.501 -3.273 6.420
C 0.108 -2.268 7.147
C 1.437 -1.923 6.853
C -1.957 -3.617 6.623
C -2.534 -3.562 7.904
C -3.864 -3.881 8.192
N -4.652 -4.239 7.136
C -4.126 -4.171 5.878
C -2.783 -3.958 5.601
C -5.995 -4.672 7.396
H 4.260 -2.785 5.404
H 3.833 -1.324 6.369
H 3.467 -1.506 4.630
H 2.314 -4.044 4.525
H -0.154 -4.659 4.771
H -0.453 -1.779 7.929
H 1.953 -1.125 7.366
H -1.915 -3.334 8.760
H -4.355 -3.880 9.154
H -4.747 -4.436 5.036
H -2.506 -3.970 4.557
H -6.294 -4.359 8.396
H -5.874 -5.755 7.368
H -6.739 -4.191 6.761
C 6.690 -0.177 2.390
N 5.549 0.163 1.370
C 4.343 0.418 1.822
C 3.327 0.825 0.944
C 3.688 0.969 -0.410
C 4.984 0.798 -0.826
C 5.937 0.349 0.110
C 2.660 1.373 -1.397
C 2.883 2.412 -2.370
C 1.721 2.876 -3.038
N 0.524 2.276 -2.950
C 0.293 1.303 -2.045
C 1.350 0.787 -1.250
C -0.601 2.817 -3.711
H 7.632 -0.006 1.869
H 6.482 -1.168 2.794
H 6.614 0.516 3.228
H 4.164 0.392 2.887
H 2.340 1.112 1.275
H 5.255 1.063 -1.837
H 6.955 0.089 -0.138
H 3.877 2.824 -2.458
H 1.746 3.684 -3.755
H -0.714 0.916 -1.982
H 1.110 0.001 -0.549
H -0.754 3.880 -3.522
H -1.435 2.179 -3.420
H -0.396 2.557 -4.749
C -7.830 -4.694 -6.672
N -6.737 -4.662 -5.719
C -6.534 -3.537 -5.078
C -5.460 -3.444 -4.201
C -4.529 -4.469 -4.013
C -4.784 -5.605 -4.719
C -5.902 -5.720 -5.592
C -3.328 -4.299 -3.212
C -2.846 -5.151 -2.250
C -1.645 -4.834 -1.543
N -0.982 -3.664 -1.861
C -1.390 -2.813 -2.836
C -2.599 -3.132 -3.446
C 0.186 -3.253 -1.094
H -8.755 -4.201 -6.371
H -8.090 -5.691 -7.027
H -7.470 -4.167 -7.556
H -7.267 -2.792 -5.349
H -5.469 -2.460 -3.757
H -4.123 -6.451 -4.609
H -6.214 -6.578 -6.168
H -3.316 -6.117 -2.142
H -1.308 -5.460 -0.730
H -0.834 -1.900 -2.983
H -2.986 -2.305 -4.023
H -0.143 -2.353 -0.574
H 0.871 -2.971 -1.893
H 0.396 -4.074 -0.408
C 6.047 5.647 0.090
N 4.724 5.750 -0.460
C 3.673 5.192 0.210
C 2.405 5.279 -0.315
C 2.156 6.029 -1.476
C 3.276 6.669 -2.078
C 4.550 6.473 -1.612
C 0.751 6.243 -1.960
C 0.557 6.381 -3.365
C -0.727 6.522 -3.865
N -1.787 6.355 -3.097
C -1.672 6.265 -1.784
C -0.384 6.133 -1.200
C -3.098 6.408 -3.711
H 6.132 6.350 0.919
H 6.732 6.042 -0.660
H 6.339 4.604 0.208
H 3.936 4.624 1.090
H 1.656 4.844 0.329
H 3.218 7.259 -2.981
H 5.421 6.837 -2.137
H 1.391 6.419 -4.051
H -0.836 6.637 -4.933
H -2.499 6.006 -1.140
H -0.341 5.655 -0.233
H -3.044 7.144 -4.513
H -3.855 6.694 -2.981
H -3.411 5.414 -4.029
Cl 2.169 1.373 4.656
Cl -2.574 -0.689 -0.435
Cl 8.354 -2.441 -0.039
Cl 6.527 3.769 -3.051
Cl 1.532 4.618 -6.339
*
```